[1]
ORCA calculation (ωB97M-V/def2-TZVPD) on the molecule C3H6N2O2 in a non-equilibrium geometry.

- 2S+1: 1
- SMILES: NCC(=O)NC=O
- Highest occupied orbital energy: -10.423 eV
- Gap between HOMO and LUMO: 0.4058 Ha

XYZ file:
```
13
Properties=species:S:1:pos:R:3:forces:R:3:lowdin_charge:R:1
O 2.5665 -0.3118 -2.0245 -2.786 0.517 0.232 0.050
O -1.4589 -1.2719 -0.3206 1.882 2.771 -0.401 0.066
N -0.9835 0.0824 2.1383 -1.181 1.607 -1.229 0.012
N 0.2330 -0.1821 -1.5032 -0.964 -1.254 -1.190 0.099
C -0.6100 -0.3629 -0.3212 -1.076 -3.564 -1.494 -0.396
C -0.2261 0.4134 0.8839 -0.361 -0.866 0.908 -0.190
C 1.5664 0.1745 -1.5063 2.121 2.103 1.906 -0.344
H 1.6459 1.1281 -0.8417 0.479 -1.299 -0.794 0.145
H 0.8679 0.1746 0.9426 -0.853 0.714 0.703 0.130
H -0.4228 1.4493 0.6040 0.486 0.227 0.475 0.129
H -1.1401 -0.8787 2.3333 1.128 -1.438 -0.216 0.047
H -0.0352 -0.6873 -2.3660 -0.130 -0.221 1.194 0.162
H -2.0034 0.2725 1.9812 1.253 0.702 -0.094 0.091
```
Positions in Å, forces in eV/Å.

***

[2]
ORCA calculation (ωB97M-V/def2-TZVPD) on the molecule C3H6N2O2 in a non-equilibrium geometry.

- 2S+1: 1
- Highest occupied orbital energy (alpha / beta): -7.494 / -8.555 eV
- Gap between HOMO and LUMO (alpha / beta): 0.2270 / 0.3153 Ha

XYZ file:
```
13
Properties=species:S:1:pos:R:3:forces:R:3:lowdin_charge:R:1
O 1.3967 0.9137 -0.2100 -0.754 0.364 -0.059 -0.105
O -0.7462 -0.6162 -1.5715 0.111 0.007 0.304 -0.061
N -1.8614 1.0294 1.2507 -0.432 0.114 0.152 0.119
N 0.4628 1.4498 0.7100 -0.475 -0.510 0.230 0.052
C -0.7658 -0.9442 -0.2130 -0.826 0.747 0.293 -0.172
C 1.6538 -0.3128 0.1105 0.518 -0.315 0.128 -0.032
C -0.8643 0.6264 0.7521 1.839 -0.634 -1.013 -0.404
H 2.0675 -0.9142 -0.6841 0.035 0.021 0.005 0.105
H -1.4426 0.0292 -1.7415 0.011 -0.077 0.026 0.101
H 0.2610 2.3813 0.3501 -0.030 -0.108 -0.044 0.120
H -1.7438 -1.2502 0.1494 -0.063 0.027 -0.136 0.092
H 1.6920 -0.5960 1.1549 -0.082 0.049 -0.004 0.104
H -0.1097 -1.7962 -0.0576 0.147 0.315 0.118 0.083
```
Positions in Å, forces in eV/Å.

***

Q: Which energy relative to the best compared isomer or geometry (same formula, charge and spin) values were calculated for the entries above? A: 47.8, 196.1, in kcal per mole.
Q: Which E_tot values were calculated for the entries above? A: -10282.7254, -10276.2949, in eV.